Record 1
A molecular structure, C44H31N10OPtS at a distorted geometry. Source: OMol25; level of theory: the ωB97M-V functional and the def2-TZVPD basis.

Element x y z (Å)
Pt (0.475, -0.542, 1.591)
C (-4.251, -5.072, 1.577)
C (-3.232, -5.908, 2.027)
C (-1.934, -5.443, 2.172)
C (-1.698, -4.111, 1.868)
C (-0.514, -3.307, 1.986)
N (0.603, -3.725, 2.530)
C (1.640, -2.986, 2.822)
C (2.770, -3.435, 3.595)
C (3.090, -4.664, 4.146)
C (4.278, -4.753, 4.860)
C (5.104, -3.648, 5.037)
C (4.766, -2.401, 4.525)
C (3.587, -2.305, 3.807)
C (2.915, -1.191, 3.173)
N (3.325, 0.058, 3.272)
C (2.750, 1.074, 2.663)
N (1.714, 0.979, 1.771)
C (1.501, 2.190, 1.207)
N (0.680, 2.328, 0.082)
C (-0.590, 1.785, 0.112)
N (-0.879, 0.617, 0.737)
C (-2.146, 0.232, 0.388)
N (-2.723, -0.918, 0.660)
C (-2.111, -1.963, 1.193)
N (-0.803, -2.026, 1.559)
C (-2.725, -3.260, 1.403)
C (-4.015, -3.743, 1.245)
C (-2.727, 1.258, -0.443)
C (-3.955, 1.376, -1.073)
C (-4.162, 2.475, -1.893)
C (-3.179, 3.449, -2.067)
C (-1.950, 3.349, -1.439)
C (-1.714, 2.235, -0.637)
C (2.371, 3.155, 1.776)
C (2.505, 4.534, 1.624)
C (3.430, 5.187, 2.420)
C (4.214, 4.496, 3.342)
C (4.099, 3.123, 3.501)
C (3.165, 2.452, 2.728)
N (1.787, -1.637, 2.558)
H (-5.248, -5.474, 1.484)
H (-3.451, -6.940, 2.255)
H (-1.126, -6.079, 2.500)
H (2.433, -5.509, 4.020)
H (4.572, -5.704, 5.277)
H (6.021, -3.760, 5.596)
H (5.390, -1.533, 4.672)
H (-4.806, -3.102, 0.887)
H (-4.726, 0.634, -0.927)
H (-5.108, 2.586, -2.401)
H (-3.384, 4.294, -2.709)
H (-1.196, 4.110, -1.563)
H (1.891, 5.073, 0.920)
H (3.551, 6.256, 2.334)
H (4.919, 5.045, 3.947)
H (4.711, 2.597, 4.216)
C (0.167, 1.929, -5.818)
C (-0.224, 2.689, -4.556)
N (0.737, 2.514, -3.479)
C (1.825, 3.469, -3.402)
C (1.472, 4.659, -2.514)
C (0.590, 1.502, -2.639)
S (1.745, 1.522, -1.210)
N (-0.315, 0.616, -2.793)
C (-0.501, -0.520, -2.046)
O (0.266, -0.911, -1.172)
C (-1.736, -1.234, -2.442)
C (-2.591, -0.694, -3.405)
C (-3.737, -1.370, -3.775)
C (-4.049, -2.582, -3.178)
C (-3.212, -3.122, -2.213)
C (-2.052, -2.460, -1.857)
H (-0.540, 2.157, -6.612)
H (0.150, 0.859, -5.632)
H (1.163, 2.213, -6.150)
H (-1.193, 2.337, -4.197)
H (-0.289, 3.758, -4.770)
H (2.045, 3.802, -4.418)
H (2.713, 2.971, -3.007)
H (0.611, 5.194, -2.908)
H (2.313, 5.343, -2.472)
H (1.249, 4.316, -1.506)
H (-2.340, 0.253, -3.856)
H (-4.388, -0.960, -4.535)
H (-4.945, -3.110, -3.469)
H (-3.462, -4.066, -1.751)
H (-1.375, -2.883, -1.129)

Forces on the atoms, in the same order (eV/Å):
Pt 0.101 0.072 0.747
C -0.096 0.214 -0.118
C 0.254 -0.040 -0.017
C -0.014 0.193 -0.086
C -0.927 0.003 -0.197
C 0.300 0.927 -0.022
N -0.314 -0.471 -0.118
C 0.040 1.134 -0.169
C 0.620 0.350 0.328
C 0.131 0.069 -0.033
C -0.266 -0.154 -0.155
C 0.043 0.388 -0.055
C -0.011 -0.135 0.046
C -0.261 -0.657 -0.016
C -0.165 -0.083 -0.104
N -0.006 0.775 -0.208
C 0.315 -0.847 0.392
N -0.479 1.311 -0.431
C 0.624 -1.564 0.214
N -0.214 0.545 0.179
C -0.108 -1.919 0.330
N 0.432 1.429 -0.600
C -0.605 -0.991 0.664
N -0.040 0.786 -0.322
C 0.520 0.105 0.235
N -0.303 -0.971 0.164
C 0.388 -0.701 0.258
C 0.007 -0.020 0.049
C 0.170 0.898 -0.464
C 0.173 -0.066 0.226
C 0.055 0.018 0.050
C -0.021 0.005 -0.062
C 0.223 -0.152 0.227
C -1.121 -0.070 -0.407
C 0.832 0.264 0.538
C -0.033 -0.196 -0.054
C -0.081 0.065 -0.092
C -0.013 -0.159 -0.045
C -0.068 -0.069 -0.032
C -0.173 0.768 -0.435
N 0.121 -1.029 0.314
H -0.099 -0.001 -0.035
H -0.064 -0.062 0.030
H 0.004 -0.062 0.079
H -0.005 -0.129 -0.037
H 0.017 -0.077 0.082
H 0.080 -0.008 0.043
H 0.082 0.052 0.057
H -0.086 0.052 -0.023
H -0.040 -0.117 0.000
H -0.096 0.013 -0.047
H -0.002 0.053 -0.002
H 0.100 0.089 -0.052
H -0.043 0.088 -0.090
H -0.026 0.098 -0.042
H 0.068 0.025 0.044
H 0.028 -0.110 0.097
C -0.046 0.080 0.204
C -0.297 -0.166 -0.491
N -0.009 0.178 -0.102
C 0.394 0.507 0.214
C 0.138 -0.165 -0.215
C 0.179 -0.163 0.823
S -0.029 0.308 0.351
N -0.021 0.467 -0.748
C 0.593 -0.320 0.479
O -0.608 -0.510 -0.864
C -0.293 -0.398 -0.101
C 0.104 -0.057 0.088
C -0.117 -0.057 -0.017
C -0.035 0.016 0.027
C 0.028 -0.074 -0.021
C 0.108 0.142 -0.167
H -0.031 -0.008 -0.098
H 0.012 -0.112 0.005
H 0.080 0.020 -0.072
H 0.067 0.136 -0.013
H 0.002 0.003 0.108
H -0.016 -0.092 0.046
H -0.109 0.178 -0.270
H -0.097 0.095 -0.022
H 0.079 0.158 0.012
H -0.019 0.015 0.076
H -0.007 0.027 -0.047
H -0.030 0.042 -0.024
H -0.091 -0.055 -0.025
H 0.021 -0.076 0.032
H 0.099 -0.043 0.011

charge	+1
frontier orbital gap (spin up / spin down)	3.449 / 3.462	eV
maximum force	1.95	eV/A
calculated total energy	-2835.49686	Eh
2S+1	1

Record 2
A gas-phase ion, C3H2NOS (charge -1) at a distorted geometry. Source: OMol25; level of theory: the ωB97M-V functional and the def2-TZVPD basis.

Element x y z (Å)
S (0.952, 2.036, -0.903)
C (0.372, 0.572, -0.256)
C (-1.056, 0.187, -0.270)
N (-1.215, -0.927, 0.307)
O (-0.033, -1.419, 0.715)
C (0.932, -0.462, 0.427)
H (-1.868, 0.669, -0.716)
H (2.087, -0.634, 0.513)

Forces on the atoms, in the same order (eV/Å):
S 0.594 0.694 -0.367
C -1.452 -0.162 0.293
C 3.110 0.435 0.207
N -2.015 -2.004 0.441
O 1.493 0.199 0.530
C 1.999 0.149 -0.877
H -1.005 0.836 -0.486
H -2.725 -0.147 0.260

charge	-1
frontier orbital gap	6.688	eV
maximum force	3.15	eV/A
structure (SMILES)	[S-]c1cnoc1
energy relative to the best compared isomer or geometry (same formula, charge and spin)	101.8	kJ/mol
calculated total energy	-643.68600	Eh
2S+1	1

Record 3
2 unconnected molecules or ions with the total composition C4H11NO2 at a distorted geometry. Source: OMol25; level of theory: the ωB97M-V functional and the def2-TZVPD basis.

Element x y z (Å)
C (2.442, 0.151, -0.053)
C (1.508, 1.251, 0.530)
C (0.062, 0.846, 0.801)
N (0.062, -0.287, 1.730)
C (-0.796, 0.647, -0.423)
O (-1.981, 0.739, -0.554)
H (2.958, -0.343, 0.760)
H (1.861, -0.553, -0.644)
H (3.205, 0.620, -0.668)
H (1.938, 1.474, 1.507)
H (1.564, 2.173, -0.041)
H (-0.289, 1.740, 1.332)
H (0.362, -1.093, 1.230)
H (-0.888, -0.556, 1.974)
H (-0.176, 0.361, -1.314)
O (-3.873, -2.318, -1.716)
H (-4.727, -2.164, -2.121)
H (-3.232, -2.690, -2.330)

Forces on the atoms, in the same order (eV/Å):
C -0.628 0.846 0.066
C 0.855 -0.755 0.008
C 0.111 1.190 1.121
N -0.785 0.169 0.041
C 1.131 -0.429 -1.206
O -0.300 0.205 0.631
H -0.050 -0.401 0.050
H 0.264 -0.239 -0.153
H 0.024 -0.128 -0.219
H -0.228 0.295 0.082
H -0.177 0.032 -0.281
H -0.629 -0.346 0.091
H 0.739 -0.825 -0.443
H -0.119 0.422 0.169
H -0.209 -0.009 0.039
O 0.345 0.019 0.738
H 0.208 -0.167 -0.473
H -0.551 0.120 -0.259

charge	0
frontier orbital gap	10.092	eV
maximum force	1.71	eV/A
structure (SMILES)	CC[C@H](N)C=O.O
energy relative to the best compared isomer or geometry (same formula, charge and spin)	159.3	kJ/mol
calculated total energy	-364.20751	Eh
2S+1	1

Record 4
A single C7H8N4O molecule at a distorted geometry. Source: OMol25; level of theory: the ωB97M-V functional and the def2-TZVPD basis.

Element x y z (Å)
H (-3.518, -0.181, -0.392)
N (-3.262, -0.973, 0.149)
C (-2.062, -0.892, 0.539)
N (-1.615, -1.918, 1.379)
N (-1.041, -0.013, 0.147)
C (-1.287, 1.181, -0.268)
N (-1.650, 2.175, -0.643)
C (0.456, -0.496, 0.039)
C (1.030, -0.191, -1.298)
C (1.851, 0.798, -1.564)
C (2.527, 1.446, -0.450)
C (2.131, 0.978, 0.792)
O (1.244, -0.004, 1.091)
H (-2.398, -2.574, 1.425)
H (-1.443, -1.654, 2.297)
H (0.305, -1.567, 0.360)
H (0.643, -0.605, -2.145)
H (2.131, 1.036, -2.569)
H (3.268, 2.225, -0.619)
H (2.690, 1.229, 1.727)

Forces on the atoms, in the same order (eV/Å):
H -0.337 0.714 -1.155
N 0.207 0.487 0.639
C -0.272 -1.201 0.280
N -0.667 -1.398 -1.650
N 2.640 -2.015 0.985
C -0.257 -1.365 0.264
N -1.012 3.924 -1.374
C -1.151 -1.779 0.896
C -0.829 0.318 0.983
C 1.517 0.875 1.298
C -1.535 -0.888 1.657
C 2.477 1.313 0.018
O 0.160 0.934 -0.844
H 0.366 0.095 -0.098
H 0.837 0.958 1.859
H 0.247 0.944 -1.124
H -1.480 -1.780 -1.765
H 0.023 0.043 -0.410
H -0.209 -0.300 0.505
H -0.723 0.121 -0.965

charge	0
frontier orbital gap	9.311	eV
maximum force	4.28	eV/A
structure (SMILES)	[H]/N=C(/N)N(C#N)[C@H]1C=CC=CO1
energy relative to the best compared isomer or geometry (same formula, charge and spin)	285.7	kJ/mol
calculated total energy	-565.71592	Eh
2S+1	1

Record 5
A gas-phase ion, C6H12NO (charge +1) at a distorted geometry. Source: OMol25; level of theory: the ωB97M-V functional and the def2-TZVPD basis.

Element x y z (Å)
C (1.767, 1.325, 0.640)
C (1.821, 0.196, -0.007)
O (2.706, -0.783, 0.150)
C (0.858, -0.168, -1.113)
N (-0.277, -0.973, -0.553)
C (-1.180, -0.161, 0.125)
C (-0.845, 0.030, 1.419)
C (-2.517, 0.084, -0.546)
H (2.549, 1.564, 1.396)
H (0.893, 1.986, 0.492)
H (3.259, -0.392, 0.883)
H (0.504, 0.718, -1.506)
H (1.323, -0.752, -1.869)
H (-0.833, -1.380, -1.395)
H (-0.139, -1.769, 0.146)
H (-1.357, 0.655, 2.127)
H (0.070, -0.421, 1.796)
H (-3.011, 0.913, -0.325)
H (-3.119, -0.749, -0.206)
H (-2.472, 0.076, -1.656)

Forces on the atoms, in the same order (eV/Å):
C -0.034 1.757 1.192
C -1.157 -0.662 -2.229
O 1.768 0.372 1.895
C 1.524 -1.206 1.949
N -1.161 -3.278 -2.584
C -2.348 2.030 3.759
C -0.206 0.057 -1.198
C 2.484 -3.436 -1.575
H -0.840 0.017 -0.539
H 1.019 -0.217 0.099
H -0.006 -1.401 -0.892
H -1.377 1.610 -0.948
H 0.567 -0.456 -0.541
H 1.386 0.375 1.640
H 1.029 0.993 -1.671
H -0.466 0.070 -0.083
H -0.167 0.060 0.008
H -1.764 3.799 1.458
H -0.464 -0.276 -0.271
H 0.212 -0.210 0.531

charge	+1
frontier orbital gap	9.694	eV
maximum force	4.87	eV/A
structure (SMILES)	C=C(O)C[NH2+]C(=C)C
energy relative to the best compared isomer or geometry (same formula, charge and spin)	194.7	kJ/mol
calculated total energy	-365.47520	Eh
2S+1	1

Record 6
A single C4H4O4 molecule at a distorted geometry. Source: OMol25; level of theory: the ωB97M-V functional and the def2-TZVPD basis.

Element x y z (Å)
O (0.353, 1.813, -1.601)
C (-0.154, 0.980, -0.688)
C (-1.237, 1.061, 0.207)
O (-1.426, -0.205, 0.834)
C (-0.275, -0.886, 0.507)
O (0.101, -1.797, 1.627)
C (0.361, -0.378, -0.616)
O (1.695, -0.626, -1.152)
H (1.225, 1.264, -1.645)
H (-2.145, 1.628, 0.632)
H (-0.485, -1.389, 2.462)
H (1.986, -1.465, -0.567)

Forces on the atoms, in the same order (eV/Å):
O 2.579 -1.416 0.378
C -3.777 -0.856 1.454
C -1.406 -0.019 -0.090
O 3.434 0.389 -0.830
C -0.324 -1.926 2.293
O -2.734 3.136 -0.323
C 1.302 -0.050 2.446
O -1.712 -2.833 3.111
H -1.135 2.268 -1.111
H 2.072 0.037 -1.762
H 2.234 -1.550 -3.447
H -0.534 2.821 -2.118

charge	0
frontier orbital gap	8.557	eV
maximum force	4.54	eV/A
structure (SMILES)	Oc1coc(O)c1O
energy relative to the best compared isomer or geometry (same formula, charge and spin)	450.8	kJ/mol
calculated total energy	-455.64133	Eh
2S+1	1